No. 1
This record from the Open Molecules 2025 dataset describes a 2-piece molecular cluster, C6H8INS overall at a distorted geometry. The level of theory is wB97M-V/def2-TZVPD.

As for the HOMO energy (alpha / beta): -7.135 / -8.084 eV. As for the total energy: -26772.971 eV. As for the frontier orbital gap (alpha / beta): 6.38 / 7.76 eV. As for the energy above the lowest of the compared OMol25 structures with the same formula, charge and spin: 85.7 kcal/mol. As for the strongest force on any atom: 0.0627 hartree/bohr.

Each line ends with the natural charge from an NBO analysis.
Element x y z (Å)
C (1.550, -0.696, -0.716)  -0.227
C (2.012, -1.847, -1.369)  -0.399
C (-0.382, -1.452, -1.786)  -0.417
C (0.139, -0.526, -0.930)  -0.180
C (-0.098, 1.371, 0.776)  -0.702
C (-0.587, 0.405, -0.212)  -0.028
N (-1.546, -1.454, 1.448)  -0.875
S (0.760, -2.590, -2.288)  0.459
I (-1.444, -3.097, 0.438)  0.430
H (1.935, 0.008, -0.046)  0.230
H (2.880, -2.454, -1.470)  0.238
H (-1.401, -1.175, -2.168)  0.259
H (0.299, 0.883, 1.732)  0.246
H (0.621, 2.231, 0.464)  0.228
H (-0.862, 1.939, 1.262)  0.231
H (-1.627, 0.395, -0.301)  0.197
H (-2.478, -1.186, 1.389)  0.310

Cartesian forces, eV/Å:
C -0.29 -2.81 -1.45
C -1.41 1.63 0.66
C -2.33 0.73 -0.98
C 1.69 0.56 0.40
C 2.18 1.34 1.96
C -0.17 -0.05 0.67
N 2.46 0.50 0.67
S -0.14 0.17 -0.71
I -0.18 -0.97 -0.13
H 1.60 0.41 0.77
H 1.09 0.41 0.56
H 1.12 -1.35 0.02
H 0.20 0.24 -1.50
H -0.76 -1.87 0.09
H -1.17 0.29 -0.26
H -1.52 0.06 -0.64
H -2.39 0.72 -0.13


No. 2
This record from the Open Molecules 2025 dataset describes one molecule with the formula C5H13IP2 at a distorted geometry. The level of theory is wB97M-V/def2-TZVPD.

As for the HOMO energy: -7.108 eV. As for the total energy: -32070.816 eV. As for the frontier orbital gap: 7.20 eV. As for the energy above the lowest of the compared OMol25 structures with the same formula, charge and spin: 4.3 kcal/mol. As for the strongest force on any atom: 0.0694 hartree/bohr. Its structure (SMILES) is CP(C)(=CCP)CI.

Each line ends with the natural charge from an NBO analysis.
Element x y z (Å)
C (-0.904, -2.177, -1.285)  -0.917
P (-0.429, -0.708, -0.159)  1.448
C (-0.931, -1.099, 1.547)  -0.980
C (1.251, -0.309, -0.392)  -0.904
C (2.064, 0.782, 0.307)  -0.632
P (1.453, 2.423, -0.554)  0.245
C (-1.831, 0.696, -0.549)  -0.809
I (-3.948, 0.337, 0.145)  0.015
H (-1.168, -3.090, -0.652)  0.241
H (-1.817, -1.958, -1.780)  0.246
H (0.050, -2.421, -1.714)  0.260
H (-0.838, -0.018, 2.000)  0.243
H (-1.984, -1.518, 1.393)  0.268
H (-0.180, -1.610, 2.075)  0.255
H (1.432, -0.399, -1.454)  0.225
H (1.974, 0.814, 1.361)  0.215
H (3.150, 0.784, 0.040)  0.232
H (2.520, 3.211, -0.080)  -0.039
H (0.445, 2.863, 0.290)  -0.046
H (-1.412, 1.602, -0.012)  0.226
H (-1.964, 0.961, -1.542)  0.210

Cartesian forces, eV/Å:
C 0.54 -0.15 3.52
P -0.02 0.01 -0.94
C -1.11 3.21 -1.07
C -1.34 -0.71 0.67
C -0.82 0.91 -2.44
P 1.33 -1.14 -0.31
C 1.00 -0.66 3.16
I 1.22 0.20 -0.34
H 0.47 1.31 -0.37
H -0.24 0.34 -1.31
H -0.06 -0.04 -1.24
H -1.05 -1.94 -0.44
H 1.55 0.64 1.13
H 0.57 -1.43 0.43
H 0.25 -0.04 -0.27
H -0.15 -0.01 1.04
H -0.89 -0.43 0.18
H -0.18 0.57 0.25
H -0.22 0.20 0.76
H -0.85 -0.99 -0.38
H -0.01 0.16 -2.01


No. 3
This record from the Open Molecules 2025 dataset describes a 3-piece molecular cluster, C20H53N8O4P2S overall at a distorted geometry. The level of theory is wB97M-V/def2-TZVPD.

As for the HOMO energy: -4.216 eV. The total charge is -1. As for the total energy: -71122.397 eV. As for the frontier orbital gap: 6.34 eV. As for the strongest force on any atom: 0.1336 hartree/bohr.

Each line ends with the Löwdin charge.
Element x y z (Å)
N (1.910, 0.511, 1.918)  0.011
C (2.066, 0.994, 0.547)  -0.302
C (0.992, 2.041, 0.249)  -0.190
C (-0.316, 1.374, -0.232)  -0.145
C (-1.551, 1.656, 0.672)  -0.446
N (-1.667, 3.118, 0.738)  0.073
C (-2.748, 0.980, -0.036)  -0.164
C (-3.945, 0.662, 0.874)  -0.251
C (-4.519, -0.733, 0.606)  -0.575
S (-3.388, -2.128, 0.839)  0.676
C (-1.230, 1.062, 2.072)  -0.704
O (-1.244, -0.188, 2.196)  -0.095
O (-1.003, 1.885, 2.981)  -0.040
H (2.718, -0.029, 2.208)  0.046
H (1.138, -0.150, 1.966)  0.046
H (1.921, 0.155, -0.152)  0.096
H (3.077, 1.380, 0.402)  0.095
H (0.836, 2.653, 1.136)  0.101
H (1.334, 2.713, -0.546)  0.089
H (-0.552, 1.587, -1.278)  0.098
H (-0.156, 0.294, -0.151)  0.103
H (-2.239, 3.385, 1.531)  0.067
H (-2.089, 3.463, -0.116)  0.063
H (-3.086, 1.678, -0.810)  0.103
H (-2.393, 0.104, -0.581)  0.089
H (-4.754, 1.351, 0.598)  0.099
H (-3.734, 0.839, 1.927)  0.109
H (-4.820, -0.785, -0.442)  0.061
H (-5.423, -0.923, 1.187)  0.052
H (-3.062, -2.029, 2.133)  -0.157
O (-0.803, 2.647, -3.946)  -0.280
P (-0.792, 2.946, -5.410)  0.688
N (-0.456, 1.371, -6.035)  -0.301
C (0.336, 1.040, -7.195)  -0.131
C (-1.452, 0.353, -5.717)  -0.131
N (0.598, 4.004, -5.440)  -0.323
C (1.869, 3.589, -6.005)  -0.154
C (0.874, 4.644, -4.150)  -0.141
N (-1.411, 3.630, -6.834)  -0.317
C (-2.681, 3.094, -7.315)  -0.130
C (-0.749, 4.500, -7.782)  -0.120
H (-0.157, 1.267, -8.156)  0.077
H (0.552, -0.030, -7.191)  0.081
H (1.310, 1.518, -7.184)  0.044
H (-2.380, 0.472, -6.295)  0.063
H (-1.708, 0.386, -4.657)  0.076
H (-1.065, -0.647, -5.917)  0.077
H (2.292, 2.711, -5.497)  0.092
H (2.590, 4.406, -5.924)  0.080
H (1.802, 3.386, -7.075)  0.054
H (1.390, 3.972, -3.456)  0.082
H (-0.040, 4.981, -3.670)  0.073
H (1.509, 5.520, -4.307)  0.077
H (-2.537, 2.263, -8.015)  0.078
H (-3.266, 3.863, -7.823)  0.077
H (-3.291, 2.737, -6.483)  0.078
H (-0.098, 3.936, -8.459)  0.077
H (-0.177, 5.281, -7.292)  0.078
H (-1.491, 5.016, -8.399)  0.077
O (2.633, -2.655, 3.658)  -0.290
P (1.707, -3.481, 4.511)  0.741
N (1.740, -2.353, 5.840)  -0.309
C (1.761, -2.658, 7.247)  -0.145
C (1.163, -1.031, 5.553)  -0.111
N (2.755, -4.871, 4.722)  -0.328
C (3.516, -5.077, 5.938)  -0.158
C (3.653, -5.100, 3.592)  -0.161
N (0.364, -4.312, 5.147)  -0.317
C (-0.900, -3.576, 5.158)  -0.115
C (0.329, -5.546, 5.897)  -0.127
H (0.799, -3.025, 7.647)  0.071
H (2.014, -1.756, 7.808)  0.078
H (2.538, -3.373, 7.510)  0.045
H (0.070, -1.050, 5.491)  0.068
H (1.538, -0.637, 4.609)  0.065
H (1.439, -0.312, 6.325)  0.077
H (4.217, -4.255, 6.141)  0.090
H (4.093, -6.003, 5.857)  0.078
H (2.878, -5.225, 6.809)  0.051
H (4.521, -4.429, 3.612)  0.078
H (3.141, -4.959, 2.644)  0.071
H (4.021, -6.130, 3.620)  0.074
H (-1.044, -3.031, 6.098)  0.078
H (-1.748, -4.251, 5.027)  0.079
H (-0.941, -2.858, 4.338)  0.080
H (0.593, -5.383, 6.947)  0.073
H (0.979, -6.306, 5.470)  0.077
H (-0.678, -5.973, 5.877)  0.078

Cartesian forces, eV/Å:
N 0.44 -0.30 0.25
C -0.39 -0.34 0.11
C 0.04 0.04 -0.75
C 0.06 -0.45 1.01
C 0.93 0.04 -1.19
N -0.34 -0.05 0.19
C 0.02 0.39 0.50
C -0.34 -0.08 -0.73
C -0.02 0.21 0.57
S -0.03 -0.61 -0.45
C -0.30 0.41 1.08
O 0.09 -0.25 -0.55
O -0.25 0.07 -0.19
H 0.06 -0.01 -0.11
H -0.27 0.29 0.12
H 0.30 0.16 -0.29
H 0.00 0.12 0.13
H -0.16 -0.06 0.05
H 0.13 0.03 0.05
H 0.02 0.22 0.01
H -0.18 -0.07 -0.23
H 0.10 0.04 0.08
H -0.09 0.01 0.01
H 0.08 -0.01 -0.07
H -0.06 -0.26 0.31
H -0.06 0.05 0.22
H 0.18 -0.24 0.04
H 0.13 -0.17 -0.06
H -0.01 0.13 0.07
H -0.05 0.47 -0.03
O -3.34 0.80 -0.40
P 5.94 -0.75 -1.19
N -0.22 -0.30 0.50
C -0.19 0.32 -0.53
C -0.14 0.04 0.44
N 0.13 -0.01 0.06
C -0.01 -0.02 -0.44
C -0.13 -0.04 0.21
N -2.10 -0.01 1.12
C 0.04 -0.28 -0.04
C 0.13 0.59 0.04
H 0.05 0.00 -0.01
H -0.18 -0.05 0.09
H -0.13 0.11 -0.01
H 0.03 -0.12 -0.04
H 0.01 0.12 -0.02
H 0.13 0.05 -0.05
H 0.05 0.01 -0.04
H -0.05 0.03 0.18
H -0.11 -0.06 0.03
H -0.07 0.01 0.06
H 0.00 -0.06 0.01
H 0.01 -0.03 -0.17
H -0.02 0.01 -0.01
H 0.07 0.08 0.05
H 0.04 -0.08 0.00
H 0.05 0.00 0.03
H 0.15 -0.19 0.10
H -0.15 -0.18 0.06
O -2.70 -0.46 -2.61
P 4.23 -0.15 5.41
N 0.18 0.71 -0.10
C -0.56 -0.42 0.06
C 0.22 0.08 -0.35
N -0.02 -0.29 -0.24
C -0.24 -0.04 0.35
C 0.00 0.14 -0.19
N -1.18 0.49 -2.06
C 0.01 0.27 0.09
C 0.02 -0.67 -0.40
H 0.03 -0.01 0.08
H -0.10 0.12 -0.12
H -0.10 -0.11 -0.09
H 0.01 0.12 0.05
H -0.07 -0.09 -0.04
H 0.09 -0.10 0.08
H 0.00 -0.03 0.04
H 0.05 0.04 -0.18
H -0.07 0.15 -0.02
H -0.02 0.03 -0.08
H 0.00 0.07 0.01
H -0.09 -0.03 0.13
H 0.00 -0.02 0.00
H 0.08 -0.10 -0.05
H 0.03 0.10 0.06
H 0.06 0.02 -0.01
H 0.20 0.15 0.06
H -0.07 0.20 -0.06